(1)
Density functional theory data (ωB97M-V/def2-TZVPD) for a structure of composition C5H12NO2.

Properties
Energy above the lowest of the compared OMol25 structures with the same formula, charge and spin (eV): 5.379
2S+1: 1
Net charge: -1
HOMO (eV): -3.199

Last column: natural (NBO) charge in e.
Positions of all 20 atoms, in Å:
C (0.757, -0.522, -2.013)  -0.191
O (-0.023, -0.665, -3.121)  -0.709
C (-0.199, -0.230, -0.735)  -0.024
C (0.642, -0.495, 0.514)  -0.468
C (-0.164, -0.325, 1.761)  -0.128
C (-0.759, -1.353, 2.349)  -0.464
N (-0.860, 1.035, -0.838)  -0.929
H (1.600, 0.191, -1.944)  0.163
H (1.140, -1.490, -1.645)  0.148
H (-0.884, -1.083, -0.857)  0.157
H (1.085, -1.490, 0.449)  0.186
H (1.498, 0.185, 0.521)  0.243
H (-0.489, 0.682, 1.999)  0.263
H (-0.581, -2.356, 1.966)  0.165
H (-1.383, -1.230, 3.225)  0.183
H (-1.751, 1.059, -1.286)  0.362
H (-0.021, 0.360, -2.688)  0.523
H (-0.685, 1.671, -0.046)  0.467
H (0.706, 3.477, 1.155)  0.410
O (0.373, 2.580, 1.234)  -1.356

***

(2)
Density functional theory data (ωB97M-V/def2-TZVPD) for a structure of composition C5H12NO2.

Properties
Energy above the lowest of the compared OMol25 structures with the same formula, charge and spin (eV): 6.841
2S+1: 1
Net charge: -1
HOMO (eV): -2.817

Last column: natural (NBO) charge in e.
Positions of all 20 atoms, in Å:
C (-1.007, 1.330, 1.119)  -0.639
C (-0.460, 0.538, -0.084)  0.031
C (1.329, 0.719, 0.203)  -0.636
C (2.123, -0.348, -0.513)  -0.074
O (3.520, 0.015, -0.712)  -0.745
N (-0.631, -0.887, -0.052)  -0.689
C (-2.117, -1.159, 0.269)  0.155
O (-2.980, -0.422, -0.383)  -0.932
H (-0.509, 2.307, 1.067)  0.179
H (-2.079, 1.479, 1.047)  0.240
H (-0.694, 0.860, 2.046)  0.199
H (-1.029, 0.937, -0.934)  0.243
H (0.696, 1.107, -0.538)  0.253
H (1.904, 1.447, 0.776)  0.209
H (2.074, -1.391, -0.197)  0.157
H (1.736, -0.385, -1.536)  0.153
H (3.494, 0.975, -0.597)  0.455
H (-0.059, -1.190, 0.726)  0.333
H (-2.211, -2.255, 0.098)  0.075
H (-2.170, -0.989, 1.381)  0.034

***

(3)
Density functional theory data (ωB97M-V/def2-TZVPD) for a cluster of 2 separate species, C5H12NO2 in total.

Properties
Energy above the lowest of the compared OMol25 structures with the same formula, charge and spin (eV): 9.256
2S+1: 1
Net charge: -1
HOMO (eV): -3.478

Last column: natural (NBO) charge in e.
Positions of all 20 atoms, in Å:
C (-0.641, 0.444, -1.140)  -0.240
N (-1.272, -0.793, -1.523)  -0.660
C (-0.191, -1.790, -1.895)  0.134
O (0.442, -2.254, -0.846)  -0.820
C (0.324, 0.311, 0.033)  -0.222
C (-0.020, -0.143, 1.454)  -0.419
C (0.896, 0.638, 2.410)  -0.639
O (0.120, 3.011, 0.915)  -0.514
H (-1.422, 1.148, -0.841)  0.202
H (0.028, 0.828, -1.930)  0.154
H (-1.899, -0.724, -2.320)  0.334
H (-0.765, -2.525, -2.521)  0.082
H (0.466, -1.225, -2.621)  0.041
H (1.299, -0.012, -0.309)  0.236
H (0.329, 1.444, 0.377)  0.238
H (-1.027, 0.224, 1.677)  0.190
H (1.930, 0.567, 2.050)  0.188
H (0.749, 0.445, 3.468)  0.195
H (0.672, 1.636, 2.022)  0.263
H (-0.019, -1.231, 1.540)  0.256

***

(4)
Density functional theory data (ωB97M-V/def2-TZVPD) for a cluster of 2 separate species, C5H12NO2 in total.

Properties
Energy above the lowest of the compared OMol25 structures with the same formula, charge and spin (eV): 3.777
2S+1: 1
Net charge: -1
HOMO (eV): -2.850

Last column: natural (NBO) charge in e.
Positions of all 20 atoms, in Å:
C (-0.871, 0.936, 0.669)  -0.198
C (0.020, 1.803, -0.341)  -0.479
C (-0.112, 1.193, -1.669)  -0.147
C (-0.317, 1.887, -2.780)  -0.452
N (-0.368, -0.396, 0.945)  -0.726
C (1.082, -0.428, 1.456)  0.149
O (1.498, -1.610, 1.855)  -0.924
H (-1.887, 0.940, 0.198)  0.174
H (-0.814, 1.506, 1.604)  0.153
H (1.009, 1.536, 0.097)  0.245
H (-0.290, 2.842, -0.305)  0.196
H (-0.125, 0.111, -1.617)  0.217
H (-0.517, 1.433, -3.765)  0.179
H (-0.543, 2.931, -2.876)  0.176
H (-0.877, -0.885, 1.675)  0.365
H (1.586, -0.135, 0.507)  0.067
H (1.127, 0.351, 2.299)  0.038
H (-0.345, -3.443, 0.141)  0.484
H (-0.570, -1.868, -0.364)  0.510
O (-0.828, -2.803, -0.398)  -1.026

***

(5)
Density functional theory data (ωB97M-V/def2-TZVPD) for the ion C5H12NO2 with charge -1.

Properties
Energy above the lowest of the compared OMol25 structures with the same formula, charge and spin (eV): 3.322
2S+1: 1
Net charge: -1
HOMO (eV): -2.669

Last column: natural (NBO) charge in e.
Positions of all 20 atoms, in Å:
C (0.677, -0.547, 1.303)  -0.695
C (0.023, 0.382, 0.231)  -0.051
C (1.149, 0.740, -0.890)  0.111
C (2.309, 1.550, -0.279)  -0.644
O (1.693, -0.497, -1.322)  -0.758
N (-1.075, -0.199, -0.481)  -0.743
C (-2.484, -0.197, 0.282)  0.152
O (-2.628, -1.272, 1.024)  -0.931
H (-0.167, -1.150, 1.680)  0.262
H (1.448, -1.185, 0.885)  0.201
H (0.939, -0.030, 2.215)  0.191
H (-0.275, 1.288, 0.776)  0.181
H (0.644, 1.283, -1.674)  0.159
H (2.652, 1.029, 0.621)  0.214
H (3.126, 1.433, -0.989)  0.201
H (1.976, 2.578, -0.257)  0.203
H (1.052, -1.210, -1.346)  0.474
H (-0.968, -1.189, -0.660)  0.338
H (-3.114, 0.039, -0.632)  0.067
H (-2.449, 0.666, 0.989)  0.069

***

(6)
Density functional theory data (ωB97M-V/def2-TZVPD) for a cluster of 2 separate species, C5H12NO2 in total.

Properties
Energy above the lowest of the compared OMol25 structures with the same formula, charge and spin (eV): 1.340
2S+1: 2
HOMO (spin up / spin down) (eV): -8.739 / -10.139

Last column: natural (NBO) charge in e.
Positions of all 20 atoms, in Å:
C (1.889, 0.204, -0.545)  -0.062
O (2.521, 1.055, -1.530)  -0.731
C (0.501, -0.159, -1.138)  -0.410
C (0.070, -1.557, -0.610)  -0.461
C (-0.474, -1.378, 0.794)  -0.106
C (-1.697, -0.800, 1.096)  -0.042
N (-2.227, -0.539, 2.262)  -0.544
H (2.472, -0.707, -0.537)  0.180
H (1.758, 0.745, 0.399)  0.183
H (-0.223, 0.543, -0.681)  0.177
H (0.258, -0.123, -2.188)  0.230
H (0.940, -2.228, -0.575)  0.208
H (-0.644, -2.095, -1.242)  0.228
H (0.080, -1.937, 1.539)  0.192
H (-2.307, -0.363, 0.291)  0.172
H (-1.666, -0.942, 3.018)  0.314
H (-1.337, 3.385, 0.890)  0.474
H (-1.102, 2.031, 0.230)  0.467
H (2.068, 1.897, -1.631)  0.472
O (-0.879, 2.967, 0.157)  -0.941

***

(7)
Density functional theory data (ωB97M-V/def2-TZVPD) for a cluster of 3 separate species, C5H12NO2 in total.

Properties
Energy above the lowest of the compared OMol25 structures with the same formula, charge and spin (eV): 5.703
2S+1: 1
Net charge: +1
HOMO (eV): -14.286

Last column: natural (NBO) charge in e.
Positions of all 20 atoms, in Å:
O (0.130, 2.482, 1.705)  -0.366
C (0.399, 1.957, 0.708)  0.481
C (-0.359, 0.913, -0.018)  -0.203
N (-0.155, -0.285, 0.745)  -0.553
C (1.027, -0.872, 0.215)  0.043
C (1.182, -0.482, -1.260)  -0.473
C (0.293, 0.743, -1.409)  -0.432
H (1.490, 2.026, 0.180)  0.065
H (-1.404, 1.197, -0.062)  0.268
H (-0.901, -0.962, 0.704)  0.443
H (2.049, 0.628, 0.619)  0.388
H (1.065, -1.933, 0.463)  0.300
H (1.954, -0.276, 0.759)  0.032
H (2.197, -0.194, -1.494)  0.240
H (0.963, -1.285, -1.965)  0.270
H (0.871, 1.633, -1.663)  0.234
H (-0.497, 0.649, -2.158)  0.259
H (-3.872, -1.453, 0.971)  0.478
H (-3.348, -2.665, 1.659)  0.486
O (-3.085, -1.821, 1.300)  -0.959

***

(8)
Density functional theory data (ωB97M-V/def2-TZVPD) for a cluster of 2 separate species, C5H12NO2 in total.

Properties
Energy above the lowest of the compared OMol25 structures with the same formula, charge and spin (eV): 3.392
2S+1: 1
Net charge: +1
HOMO (eV): -13.017

Last column: natural (NBO) charge in e.
Positions of all 20 atoms, in Å:
O (-1.484, 1.080, 0.996)  -0.557
C (-1.464, 1.113, 2.201)  0.440
C (-0.626, 0.240, 3.024)  -0.533
C (0.675, -0.327, 2.316)  -0.433
C (0.165, -0.969, 1.027)  -0.095
C (0.355, -0.524, -0.226)  -0.111
N (-0.692, -0.936, -1.213)  -0.722
H (-1.970, 1.999, 2.814)  0.139
H (-0.192, 0.884, 3.990)  0.265
H (-1.162, -0.588, 3.599)  0.270
H (1.387, 0.406, 2.133)  0.233
H (0.934, -1.179, 2.955)  0.245
H (-0.636, -1.847, 1.380)  0.230
H (0.987, 0.263, -0.700)  0.250
H (-0.773, -0.130, -1.985)  0.475
H (-1.580, -1.288, -0.823)  0.457
H (-0.383, -1.789, -1.829)  0.445
H (2.711, -0.471, -6.290)  0.470
H (2.398, 0.921, -6.803)  0.474
O (2.546, 0.442, -5.996)  -0.944

***

(9)
Density functional theory data (ωB97M-V/def2-TZVPD) for a cluster of 2 separate species, C5H12NO2PS2 in total.

Properties
Energy above the lowest of the compared OMol25 structures with the same formula, charge and spin (eV): 0.413
2S+1: 1
HOMO (spin up / spin down) (eV): -6.891 / -6.892

Last column: natural (NBO) charge in e.
Positions of all 23 atoms, in Å:
C (-0.574, -1.567, -1.295)  0.810
C (0.915, -0.577, 0.526)  -0.420
C (0.428, 0.168, 1.776)  -0.497
C (-0.098, -1.659, 0.202)  -0.418
C (-0.611, 1.185, 1.479)  0.245
N (-1.499, 1.124, 0.525)  -0.717
O (-0.345, -2.606, -2.060)  -0.665
O (-1.038, -0.556, -1.734)  -0.578
P (-0.282, 2.712, -1.633)  0.102
S (0.873, -3.211, 0.543)  -0.063
S (1.239, 2.968, -0.296)  -0.724
H (0.994, 0.243, -0.175)  0.266
H (1.830, -0.926, 0.695)  0.211
H (1.332, 0.695, 2.149)  0.261
H (0.165, -0.720, 2.296)  0.240
H (-0.956, -1.781, 0.744)  0.233
H (-0.836, 1.971, 2.332)  0.229
H (-1.213, 0.745, -0.373)  0.451
H (-0.212, -3.455, -1.729)  0.512
H (-2.221, 1.805, 0.423)  0.422
H (0.395, 2.052, -2.648)  -0.030
H (-0.408, 4.101, -2.222)  -0.007
H (2.122, -2.712, 0.475)  0.137

***

(10)
Density functional theory data (ωB97M-V/def2-TZVPD) for a structure of composition C5H12NO2S.

Properties
Energy above the lowest of the compared OMol25 structures with the same formula, charge and spin (eV): 1.043
2S+1: 1
Net charge: -1
HOMO (eV): -3.163

Last column: natural (NBO) charge in e.
Positions of all 21 atoms, in Å:
C (0.014, 1.182, 1.282)  -0.522
C (-1.551, 0.954, 1.242)  -0.479
S (-2.069, -0.728, 1.826)  -0.603
C (0.507, 1.072, -0.129)  0.688
N (0.888, -0.213, -0.635)  -0.447
C (1.562, -1.186, 0.255)  -0.438
C (1.534, -0.040, -1.906)  -0.417
O (0.268, 1.956, -0.939)  -0.641
H (0.601, 0.518, 1.963)  0.214
H (0.063, 2.264, 1.542)  0.222
H (-1.991, 1.759, 1.838)  0.185
H (-1.798, 1.083, 0.193)  0.197
H (1.407, -2.130, -0.242)  0.213
H (2.571, -0.829, 0.566)  0.168
H (0.916, -1.086, 1.167)  0.246
H (2.515, 0.435, -1.782)  0.162
H (0.989, 0.565, -2.611)  0.229
H (1.641, -0.946, -2.482)  0.187
H (-2.353, -1.179, -0.989)  0.443
H (-2.719, -1.670, 0.441)  0.439
O (-2.994, -1.779, -0.600)  -1.048

***

(11)
Density functional theory data (ωB97M-V/def2-TZVPD) for the ion C5H12NO2S with charge +1.

Properties
Energy above the lowest of the compared OMol25 structures with the same formula, charge and spin (eV): 2.756
2S+1: 1
Net charge: +1
HOMO (eV): -13.723

Last column: natural (NBO) charge in e.
Positions of all 21 atoms, in Å:
C (1.829, 0.261, 0.194)  0.602
C (2.522, -1.035, 0.470)  -0.724
C (-1.788, 1.265, -1.227)  -0.439
C (-0.506, -0.419, 1.501)  0.012
C (0.221, -0.086, -0.176)  -0.158
N (-0.365, 1.184, -0.811)  -0.554
O (2.201, 1.407, 0.376)  -0.517
O (-1.841, -0.568, 1.252)  -0.705
S (-0.001, -1.497, -1.298)  0.048
H (2.360, -1.516, -0.575)  0.263
H (1.929, -1.652, 1.209)  0.248
H (3.417, -0.756, 0.946)  0.269
H (-1.850, 0.465, -1.929)  0.221
H (-2.520, 1.120, -0.399)  0.259
H (-2.109, 2.163, -1.773)  0.255
H (-0.299, 0.460, 2.079)  0.195
H (0.162, -1.245, 1.777)  0.199
H (-0.086, 1.951, -0.103)  0.456
H (0.185, 1.414, -1.616)  0.435
H (-2.156, -1.456, 1.253)  0.504
H (-1.307, -1.457, -1.148)  0.133

***

(12)
Density functional theory data (ωB97M-V/def2-TZVPD) for an isolated molecule of C5H12NO4PSSi.

Properties
2S+1: 1
HOMO (eV): -9.033

Last column: natural (NBO) charge in e.
Positions of all 25 atoms, in Å:
O (2.484, 2.398, 3.243)  -0.232
N (1.427, 2.381, 2.771)  0.389
O (0.933, 1.027, 2.670)  -0.437
C (0.260, 0.870, 1.404)  -0.548
Si (1.322, -0.274, 0.328)  1.060
C (0.518, -1.946, -0.015)  -0.846
C (-1.015, -1.864, 0.123)  -0.400
C (-1.591, -0.962, -0.987)  -0.541
C (-2.321, 0.280, -0.516)  0.806
O (-2.951, 0.345, 0.497)  -0.545
O (-2.259, 1.320, -1.407)  -0.745
P (1.675, 0.817, -1.646)  0.384
S (1.055, 2.685, -1.559)  -0.615
H (0.129, 1.854, 0.942)  0.249
H (-0.730, 0.465, 1.611)  0.236
H (2.613, -0.477, 1.013)  -0.125
H (0.742, -2.296, -1.026)  0.234
H (0.939, -2.672, 0.684)  0.251
H (-1.312, -1.513, 1.110)  0.226
H (-1.434, -2.864, 0.012)  0.217
H (-2.317, -1.518, -1.585)  0.260
H (-0.823, -0.640, -1.691)  0.210
H (-1.415, 1.804, -1.328)  0.513
H (3.034, 0.693, -1.982)  0.008
H (1.036, 0.087, -2.665)  -0.009

***

Number 1: electronic energy -10961.6116 eV. Number 2: electronic energy -10960.1488 eV. Number 3: electronic energy -10957.7346 eV. Number 4: electronic energy -10963.2132 eV. Number 5: electronic energy -10963.6680 eV. Number 6: electronic energy -10962.0321 eV. Number 7: electronic energy -10952.9159 eV. Number 8: electronic energy -10955.2271 eV. Number 9: electronic energy -41921.2075 eV. Number 10: electronic energy -21800.3693 eV. Number 11: electronic energy -21791.0668 eV. Number 12: electronic energy -43058.4329 eV.